(1)
Density functional theory data (the ωB97M-V functional and the def2-TZVPD basis) for the ion C5H11N2O with charge +2 in a non-equilibrium geometry.

The calculation puts the LUMO energy (spin up / spin down) at -7.89 / -11.39 eV. The total charge is +2. The value obtained for the energy relative to the best compared isomer or geometry (same formula, charge and spin) is 8.9 kcal per mole. The orbital gap (spin up / spin down) is 10.73 / 7.25 eV. As for the HOMO energy (spin up / spin down): -18.6 / -18.6 eV. The multiplicity is 2.

Cartesian coordinates (Å):
O1 -0.5986 1.5024 -2.4382
C1 -0.7969 0.8257 -1.4753
C2 0.3162 -0.1105 -0.9632
C3 0.7467 0.0720 0.5162
C4 -0.4480 -0.2200 1.4254
C5 -1.1174 0.8326 2.0366
N1 -0.8088 -1.4769 1.5753
N2 1.4345 -0.0307 -1.9388
H1 -1.8027 0.6944 -1.0389
H2 -0.1556 -1.0868 -0.9857
H3 1.4875 -0.7136 0.7242
H4 1.2703 0.9596 0.8251
H5 -0.8586 1.8795 1.9693
H6 -1.9814 0.7180 2.6873
H7 -1.6811 -1.6705 2.0623
H8 -0.1112 -2.2159 1.5944
H9 1.7778 0.9374 -1.9589
H10 1.1290 -0.2194 -2.8838
H11 2.1984 -0.6772 -1.7335

Forces on atoms 1 to 6 (eV/Å):
0.11 0.19 0.15
0.04 -0.29 -0.55
-0.87 0.41 0.66
0.31 -1.48 0.42
1.02 0.73 -0.84
-1.22 0.53 0.66

(2)
Density functional theory data (the ωB97M-V functional and the def2-TZVPD basis) for a structure of composition C23H19Cl2F5MnSSe.

The calculation puts the LUMO energy (spin up / spin down) at 4.57 / 4.57 eV. The total charge is -2. The orbital gap (spin up / spin down) is 5.91 / 6.15 eV. As for the HOMO energy (spin up / spin down): -1.3 / -1.6 eV. The multiplicity is 6.

Cartesian coordinates (Å):
Mn1 -1.2979 0.5770 -0.8660
Cl1 -3.2358 2.3230 0.7094
C1 -2.2622 3.6408 1.2500
C2 -2.8003 4.4801 2.2104
C3 -2.0836 5.5643 2.6868
C4 -0.8101 5.7958 2.1930
C5 -0.2816 4.9490 1.2333
Cl2 1.3287 5.3115 0.6739
C6 -0.9760 3.8392 0.6975
S1 -0.2727 2.8462 -0.5253
H1 -3.7968 4.2693 2.5783
H2 -2.5084 6.2199 3.4366
H3 -0.2119 6.6261 2.5444
C7 -0.1360 -2.4666 2.9602
C8 -1.4611 -2.2100 2.6306
C9 -1.7649 -1.3779 1.5558
C10 -0.7868 -0.7610 0.7554
C11 0.5386 -1.0422 1.1327
C12 0.8645 -1.8735 2.2005
H4 0.1121 -3.1171 3.7929
H5 -2.2615 -2.6603 3.2118
H6 -2.8156 -1.2113 1.3312
H7 1.3582 -0.6092 0.5678
H8 1.9085 -2.0645 2.4345
C13 4.5009 -3.2635 -0.0035
C14 3.4968 -2.4244 -0.7546
C15 3.7454 -1.0906 -1.0437
C16 2.8237 -0.2972 -1.7240
C17 3.1315 1.1539 -1.9660
C18 1.6001 -0.8516 -2.1397
Se1 0.3038 0.2317 -3.0579
C19 1.3398 -2.2073 -1.8543
C20 0.0313 -2.8348 -2.2376
C21 2.2882 -2.9627 -1.1723
H9 5.2266 -2.6323 0.5134
H10 5.0561 -3.9261 -0.6753
H11 4.0065 -3.8899 0.7423
H12 4.6771 -0.6408 -0.7072
H13 4.0813 1.4336 -1.5021
H14 2.3343 1.7818 -1.5647
H15 3.1790 1.3672 -3.0363
H16 -0.7900 -2.3521 -1.7049
H17 0.0212 -3.9015 -1.9998
H18 -0.1733 -2.6905 -3.2997
H19 2.0562 -3.9972 -0.9311
F1 -3.9034 1.1383 -2.4933
C22 -3.3011 0.0404 -1.8711
F2 -3.0482 -0.8499 -2.9288
C23 -4.4642 -0.6663 -1.1777
F3 -4.1161 -1.9103 -0.7975
F4 -5.5833 -0.7964 -1.9478
F5 -4.8677 -0.0103 -0.0603

Forces on atoms 1 to 6 (eV/Å):
0.03 -0.31 -0.32
-0.14 -0.07 0.01
0.27 0.39 0.12
-0.18 -0.15 -0.02
0.03 0.10 0.07
0.05 -0.10 -0.10

(3)
Density functional theory data (the ωB97M-V functional and the def2-TZVPD basis) for an isolated molecule of C3H7NO.

The structure (SMILES) is CNC(C)=O. The calculation puts the LUMO energy at 0.87 eV. The total charge is 0. The value obtained for the energy relative to the best compared isomer or geometry (same formula, charge and spin) is 14.3 kcal per mole. The orbital gap is 10.54 eV. As for the HOMO energy: -9.7 eV. The multiplicity is 1.

Cartesian coordinates (Å):
C1 1.0354 0.4010 1.3923
N1 -0.3362 0.1438 0.9663
C2 -0.5546 0.3493 -0.3952
O1 -0.2669 1.3897 -0.9477
C3 -0.9931 -0.8919 -1.1383
H1 1.7341 -0.2843 0.8839
H2 1.1251 0.2511 2.4697
H3 1.3059 1.4247 1.1341
H4 -0.6693 -0.7582 1.2809
H5 -0.1038 -1.5380 -1.1655
H6 -1.2837 -0.6559 -2.1608
H7 -1.7819 -1.4474 -0.6228

Forces on atoms 1 to 6 (eV/Å):
0.21 0.12 0.10
-0.05 -0.16 -0.10
0.18 0.04 -0.14
-0.03 -0.40 0.20
-0.09 -0.01 -0.13
-0.05 0.19 0.16

(4)
Density functional theory data (the ωB97M-V functional and the def2-TZVPD basis) for a cluster of 2 separate species, C2H9N3 in total in a non-equilibrium geometry.

The structure (SMILES) is C=N.NCN. The calculation puts the LUMO energy at 0.58 eV. The total charge is 0. The value obtained for the energy relative to the best compared isomer or geometry (same formula, charge and spin) is 84.0 kcal per mole. The orbital gap is 9.45 eV. As for the HOMO energy: -8.9 eV. The multiplicity is 1.

Cartesian coordinates (Å):
C1 1.9525 -1.2617 -2.2715
N1 1.3624 -2.2964 -1.7314
H1 1.3606 -0.4090 -2.5350
H2 3.0695 -1.3064 -2.6198
H3 1.7983 -2.6498 -0.9170
N2 -1.6803 -0.1145 1.5119
C2 -1.2679 1.3397 1.3569
N3 0.0466 1.4742 0.6070
H4 -2.4561 -0.5248 1.1887
H5 -0.8985 -0.7154 1.8261
H6 -2.2415 1.9356 1.1311
H7 -0.9480 1.4908 2.4273
H8 0.0595 2.3137 0.0556
H9 -0.1571 0.7240 -0.0299

Forces on atoms 1 to 6 (eV/Å):
1.10 -3.48 0.21
-0.85 4.55 -0.34
-0.40 0.23 -1.14
-1.53 0.69 1.40
1.67 -1.96 -0.12
5.12 2.67 1.26

The electronic energy results, record by record, are as follows: -10371.73392; -170296.55263; -6762.13182; -6686.86457 eV.